# 1
Entry from OMol25: a molecular structure, C27H37N4O4SZr in a non-equilibrium geometry (ωB97M-V/def2-TZVPD).

Positions of all 74 atoms, in Å:
Zr1 0.09 1.01 -0.94
O1 0.52 -1.19 -0.70
C1 -0.02 -2.04 0.46
C2 -0.28 -0.89 1.53
O2 -0.37 -1.26 2.70
O3 -0.23 0.36 1.09
C3 -1.37 -2.70 0.10
C4 -2.40 -2.80 0.99
C5 -3.84 -2.65 0.68
C6 -3.79 -2.54 -1.86
C7 -2.39 -2.97 -2.19
C8 -1.40 -3.14 -1.27
C9 1.06 -3.01 0.93
C10 0.62 -4.21 1.46
C11 1.54 -5.30 1.58
C12 2.91 -5.14 1.20
C13 3.32 -3.83 0.75
C14 2.45 -2.73 0.71
H1 0.47 -1.76 -1.51
H2 -2.03 -2.59 1.95
H3 -4.07 -1.60 0.76
H4 -4.34 -2.93 -2.76
H5 -2.16 -3.29 -3.20
H6 -0.45 -3.59 -1.62
H7 -0.41 -4.32 1.86
H8 1.29 -6.37 1.80
H9 3.58 -6.01 1.32
H10 4.36 -3.66 0.48
H11 2.83 -1.72 0.50
C15 -2.47 3.63 0.83
C16 -1.07 3.93 0.36
O4 -0.66 3.10 -0.86
C17 -1.06 3.81 -2.13
C18 0.00 4.83 -2.54
H12 -2.59 4.04 1.83
H13 -2.57 2.57 0.97
H14 -3.30 4.07 0.24
H15 -0.28 3.69 1.08
H16 -0.90 4.93 0.02
H17 -2.03 4.29 -1.90
H18 -1.14 3.00 -2.87
H19 0.27 5.43 -1.65
H20 -0.47 5.46 -3.31
H21 0.85 4.28 -2.88
C19 1.47 -0.79 -4.79
C20 1.02 -0.26 -3.57
N1 0.73 0.48 -2.69
H22 1.15 -0.13 -5.62
H23 0.95 -1.72 -5.09
H24 2.55 -1.00 -4.82
C21 -4.37 -3.24 -0.60
C22 -4.04 -1.02 -1.94
C23 -2.97 -0.23 -1.47
N2 -1.97 0.34 -1.19
H25 -5.46 -3.22 -0.70
H26 -4.37 -3.19 1.52
H27 -4.09 -4.33 -0.58
H28 -5.00 -0.71 -1.37
H29 -4.23 -0.66 -3.02
S1 2.52 1.62 -0.24
C24 2.78 2.32 1.38
N3 2.41 1.67 2.48
C25 3.05 1.93 3.82
C26 3.48 3.39 3.99
C27 4.29 3.79 2.75
N4 3.53 3.42 1.55
H30 1.83 0.85 2.43
H31 3.90 1.23 3.93
H32 2.27 1.80 4.58
H33 4.20 3.49 4.83
H34 2.67 4.06 4.15
H35 5.26 3.27 2.76
H36 4.43 4.87 2.82
H37 3.95 3.75 0.69

E	-2015.3418	Eh
HOMO-LUMO gap	0.18288	Eh
net charge	+3
highest occupied orbital energy	-0.5756	Eh
relative energy (zero: lowest compared OMol25 entry of this formula, charge and spin)	91.3	kcal per mole

# 2
Entry from OMol25: 9 unconnected molecules or ions with the total composition C22H45FN11O18 in a non-equilibrium geometry (ωB97M-V/def2-TZVPD).

Positions of all 97 atoms, in Å:
C1 5.37 -0.39 -1.68
C2 4.17 0.60 -1.98
O1 3.09 -0.14 -2.62
C3 2.53 0.61 -3.66
O2 3.16 0.76 -4.67
C4 1.14 1.26 -3.46
C5 -0.05 0.40 -4.09
C6 -0.78 -0.46 -2.98
C7 -2.24 -0.05 -2.68
C8 -3.32 -1.05 -2.79
N1 -4.57 -0.65 -2.48
C9 -5.62 -1.72 -2.58
C10 -5.13 -3.08 -1.96
F1 -6.21 -3.82 -1.48
N2 -5.00 0.51 -2.08
C11 -4.09 1.48 -1.99
C12 -2.64 1.31 -2.28
C13 -1.61 2.46 -2.16
C14 -2.29 3.88 -2.02
N3 -2.46 4.45 -0.91
H1 6.36 0.11 -1.84
H2 5.28 -1.31 -2.32
H3 5.33 -0.71 -0.61
H4 4.56 1.42 -2.63
H5 3.85 1.05 -1.01
H6 0.97 1.48 -2.38
H7 1.14 2.24 -4.00
H8 0.37 -0.33 -4.83
H9 -0.78 1.04 -4.64
H10 -0.69 -1.55 -3.21
H11 -0.20 -0.31 -2.02
H12 -3.03 -2.06 -3.13
H13 -6.49 -1.39 -1.96
H14 -6.02 -1.81 -3.62
H15 -4.30 -2.96 -1.21
H16 -4.68 -3.67 -2.80
H17 -4.40 2.49 -1.65
H18 -1.08 2.50 -3.15
H19 -0.85 2.29 -1.37
H20 -2.60 4.36 -2.99
H21 -2.89 5.38 -1.05
C15 8.25 1.57 1.60
N4 7.91 0.76 0.40
O3 7.53 -0.38 0.58
O4 8.04 1.30 -0.68
H22 8.09 0.96 2.49
H23 9.29 1.86 1.52
H24 7.59 2.44 1.60
C16 -4.01 -3.29 2.13
N5 -2.81 -2.98 1.31
O5 -2.39 -3.85 0.57
O6 -2.33 -1.87 1.45
H25 -4.33 -4.31 1.91
H26 -3.73 -3.19 3.18
H27 -4.79 -2.58 1.87
C17 4.08 4.82 -1.92
N6 3.57 4.44 -0.58
O7 3.55 5.30 0.28
O8 3.20 3.29 -0.44
H28 4.38 5.87 -1.90
H29 4.94 4.19 -2.14
H30 3.28 4.66 -2.64
C18 4.79 7.52 2.51
N7 6.04 7.80 1.74
O9 6.45 6.92 1.00
O10 6.55 8.88 1.90
H31 4.45 6.52 2.26
H32 5.04 7.60 3.56
H33 4.05 8.26 2.21
C19 -0.92 4.24 2.20
N8 -0.66 4.87 3.52
O11 -1.14 4.33 4.50
O12 0.01 5.88 3.52
H34 -1.53 3.35 2.35
H35 -1.44 4.96 1.58
H36 0.05 3.97 1.77
C20 -3.20 -7.23 -3.35
N9 -3.22 -6.23 -4.45
O13 -2.99 -5.07 -4.16
O14 -3.47 -6.64 -5.56
H37 -2.96 -6.72 -2.42
H38 -4.18 -7.69 -3.30
H39 -2.43 -7.97 -3.59
C21 -3.06 -3.43 7.38
N10 -3.31 -3.02 5.97
O15 -3.37 -1.84 5.73
O16 -3.44 -3.92 5.15
H40 -2.96 -2.54 7.99
H41 -3.90 -4.04 7.70
H42 -2.13 -4.01 7.39
C22 -1.20 -6.75 4.72
N11 -1.64 -7.13 6.09
O17 -1.65 -6.26 6.94
O18 -1.97 -8.28 6.26
H43 -0.94 -5.69 4.72
H44 -0.33 -7.36 4.47
H45 -2.03 -6.94 4.04

E	-2920.6737	Eh
HOMO-LUMO gap	0.28486	Eh
net charge	+1
highest occupied orbital energy	-0.4524	Eh

# 3
Entry from OMol25: a molecular structure, C6H11Cl4IrO2Ru in a non-equilibrium geometry (ωB97M-V/def2-TZVPD).

Positions of all 25 atoms, in Å:
Ru1 1.42 -1.25 -1.84
Cl1 2.65 -2.81 -2.88
C1 2.10 0.57 -2.23
C2 -0.22 -0.92 -2.89
H1 1.78 0.90 -3.23
H2 1.81 1.32 -1.48
H3 3.18 0.42 -2.19
H4 -0.06 -0.15 -3.66
H5 -1.13 -0.70 -2.33
H6 -0.30 -1.92 -3.36
Ir1 -0.20 0.36 -0.06
C3 -1.71 -0.86 -0.15
C4 -1.05 1.98 -0.29
H7 -2.48 -0.51 -0.84
H8 -1.34 -1.86 -0.43
H9 -2.14 -0.79 0.87
H10 -2.16 1.96 -0.30
H11 -0.57 2.95 -0.54
Cl2 2.35 1.21 3.66
C5 2.24 -0.43 3.02
Cl3 3.88 -1.09 2.75
Cl4 1.27 -1.44 4.11
C6 1.54 -0.36 1.61
O1 1.72 0.67 0.88
O2 0.67 -1.22 1.27

E	-2425.1629	Eh
expectation value of S²	30.02
HOMO-LUMO gap (alpha / beta)	0.22793 / 0.27250	Eh
multiplicity	11
highest occupied orbital energy (alpha / beta)	-0.2240 / -0.3893	Eh

# 4
Entry from OMol25: C15H11BrO3 in the gas phase in a non-equilibrium geometry (ωB97M-V/def2-TZVPD).

Positions of all 30 atoms, in Å:
O1 3.22 -0.34 -1.33
Br1 -1.97 -3.16 4.47
O2 0.23 -2.51 2.59
O3 -1.88 3.56 -1.53
C1 2.08 -0.13 -0.83
C2 -0.67 -3.42 3.05
C3 -0.48 -4.58 2.40
C4 0.55 -4.39 1.30
C5 0.80 -3.08 1.50
C6 1.68 -2.29 0.64
C7 1.39 -1.00 0.13
C8 0.10 2.72 -2.68
C9 1.18 1.78 -2.38
C10 -1.05 1.56 -0.90
C11 -0.85 2.70 -1.70
C12 1.12 0.82 -1.41
C13 -0.10 0.62 -0.79
C14 -1.89 4.56 -0.46
C15 0.04 -0.46 0.25
H1 -1.04 -5.44 2.85
H2 0.90 -5.12 0.44
H3 2.63 -2.71 0.27
H4 0.26 3.41 -3.53
H5 2.12 2.05 -2.82
H6 -1.83 1.49 -0.25
H7 -1.54 5.45 -0.90
H8 -1.29 4.35 0.42
H9 -2.87 4.80 -0.15
H10 -0.77 -1.26 0.15
H11 -0.06 0.01 1.19

E	-3377.7791	Eh
HOMO-LUMO gap	0.28884	Eh
structure (SMILES)	COc1ccc2c(c1)C/C(=C\c1ccc(Br)o1)C2=O
highest occupied orbital energy	-0.3187	Eh

What did the first record say?
Entry from OMol25: a molecular structure, C27H37N4O4SZr in a non-equilibrium geometry (ωB97M-V/def2-TZVPD).

Positions of all 74 atoms, in Å:
Zr1 0.09 1.01 -0.94
O1 0.52 -1.19 -0.70
C1 -0.02 -2.04 0.46
C2 -0.28 -0.89 1.53
O2 -0.37 -1.26 2.70
O3 -0.23 0.36 1.09
C3 -1.37 -2.70 0.10
C4 -2.40 -2.80 0.99
C5 -3.84 -2.65 0.68
C6 -3.79 -2.54 -1.86
C7 -2.39 -2.97 -2.19
C8 -1.40 -3.14 -1.27
C9 1.06 -3.01 0.93
C10 0.62 -4.21 1.46
C11 1.54 -5.30 1.58
C12 2.91 -5.14 1.20
C13 3.32 -3.83 0.75
C14 2.45 -2.73 0.71
H1 0.47 -1.76 -1.51
H2 -2.03 -2.59 1.95
H3 -4.07 -1.60 0.76
H4 -4.34 -2.93 -2.76
H5 -2.16 -3.29 -3.20
H6 -0.45 -3.59 -1.62
H7 -0.41 -4.32 1.86
H8 1.29 -6.37 1.80
H9 3.58 -6.01 1.32
H10 4.36 -3.66 0.48
H11 2.83 -1.72 0.50
C15 -2.47 3.63 0.83
C16 -1.07 3.93 0.36
O4 -0.66 3.10 -0.86
C17 -1.06 3.81 -2.13
C18 0.00 4.83 -2.54
H12 -2.59 4.04 1.83
H13 -2.57 2.57 0.97
H14 -3.30 4.07 0.24
H15 -0.28 3.69 1.08
H16 -0.90 4.93 0.02
H17 -2.03 4.29 -1.90
H18 -1.14 3.00 -2.87
H19 0.27 5.43 -1.65
H20 -0.47 5.46 -3.31
H21 0.85 4.28 -2.88
C19 1.47 -0.79 -4.79
C20 1.02 -0.26 -3.57
N1 0.73 0.48 -2.69
H22 1.15 -0.13 -5.62
H23 0.95 -1.72 -5.09
H24 2.55 -1.00 -4.82
C21 -4.37 -3.24 -0.60
C22 -4.04 -1.02 -1.94
C23 -2.97 -0.23 -1.47
N2 -1.97 0.34 -1.19
H25 -5.46 -3.22 -0.70
H26 -4.37 -3.19 1.52
H27 -4.09 -4.33 -0.58
H28 -5.00 -0.71 -1.37
H29 -4.23 -0.66 -3.02
S1 2.52 1.62 -0.24
C24 2.78 2.32 1.38
N3 2.41 1.67 2.48
C25 3.05 1.93 3.82
C26 3.48 3.39 3.99
C27 4.29 3.79 2.75
N4 3.53 3.42 1.55
H30 1.83 0.85 2.43
H31 3.90 1.23 3.93
H32 2.27 1.80 4.58
H33 4.20 3.49 4.83
H34 2.67 4.06 4.15
H35 5.26 3.27 2.76
H36 4.43 4.87 2.82
H37 3.95 3.75 0.69

E	-2015.3418	Eh
HOMO-LUMO gap	0.18288	Eh
net charge	+3
highest occupied orbital energy	-0.5756	Eh
relative energy (zero: lowest compared OMol25 entry of this formula, charge and spin)	91.3	kcal per mole

What did the third record say?
Entry from OMol25: a molecular structure, C6H11Cl4IrO2Ru in a non-equilibrium geometry (ωB97M-V/def2-TZVPD).

Positions of all 25 atoms, in Å:
Ru1 1.42 -1.25 -1.84
Cl1 2.65 -2.81 -2.88
C1 2.10 0.57 -2.23
C2 -0.22 -0.92 -2.89
H1 1.78 0.90 -3.23
H2 1.81 1.32 -1.48
H3 3.18 0.42 -2.19
H4 -0.06 -0.15 -3.66
H5 -1.13 -0.70 -2.33
H6 -0.30 -1.92 -3.36
Ir1 -0.20 0.36 -0.06
C3 -1.71 -0.86 -0.15
C4 -1.05 1.98 -0.29
H7 -2.48 -0.51 -0.84
H8 -1.34 -1.86 -0.43
H9 -2.14 -0.79 0.87
H10 -2.16 1.96 -0.30
H11 -0.57 2.95 -0.54
Cl2 2.35 1.21 3.66
C5 2.24 -0.43 3.02
Cl3 3.88 -1.09 2.75
Cl4 1.27 -1.44 4.11
C6 1.54 -0.36 1.61
O1 1.72 0.67 0.88
O2 0.67 -1.22 1.27

E	-2425.1629	Eh
expectation value of S²	30.02
HOMO-LUMO gap (alpha / beta)	0.22793 / 0.27250	Eh
multiplicity	11
highest occupied orbital energy (alpha / beta)	-0.2240 / -0.3893	Eh